Entry 1:
This record from the Open Molecules 2025 dataset describes a molecular structure, C13H23F3NO4P2Re in a non-equilibrium geometry. The level of theory is ωB97M-V/def2-TZVPD.

Summary:
energy above the lowest of the compared OMol25 structures with the same formula, charge and spin: 0.00 kJ/mol
total charge: +3
spin multiplicity: 4

Last column: Mulliken charge in e.
Element x y z (Å)
Re (-0.341, -0.635, 0.172)  1.02
P (1.839, -0.830, 0.063)  0.60
C (2.213, -1.187, -1.731)  -1.14
C (0.978, -1.708, -2.417)  0.52
N (-0.212, -1.420, -1.851)  -0.20
C (-1.359, -1.503, -2.555)  0.56
C (-1.388, -2.285, -3.713)  -0.68
C (-0.179, -2.754, -4.227)  -0.53
C (1.015, -2.427, -3.607)  -0.62
C (-2.540, -0.730, -2.043)  -1.13
P (-1.920, 0.535, -0.800)  1.01
H (1.998, -2.695, -4.001)  0.57
H (-2.348, -2.463, -4.186)  0.59
H (-0.175, -3.347, -5.134)  0.50
H (-3.048, -0.173, -2.840)  0.64
H (-3.278, -1.388, -1.555)  0.46
H (2.505, -0.219, -2.179)  0.50
H (3.041, -1.901, -1.783)  0.70
H (0.898, 3.573, -1.849)  0.36
O (1.457, 2.863, -2.261)  -0.60
H (2.033, 3.331, -2.885)  0.32
H (-0.238, 4.430, -0.025)  0.32
O (-0.348, 4.426, -0.993)  -0.71
H (-0.982, 5.136, -1.178)  0.32
C (-1.760, 1.992, -1.825)  -1.16
H (-2.668, 2.113, -2.423)  0.50
H (-1.599, 2.849, -1.161)  0.31
H (-0.878, 1.929, -2.473)  0.43
C (-3.297, 0.898, 0.301)  -1.30
H (-3.088, 1.830, 0.837)  0.42
H (-4.199, 1.000, -0.309)  0.46
H (-3.439, 0.100, 1.039)  0.42
C (2.247, -2.409, 0.889)  -1.37
H (3.204, -2.747, 0.478)  0.51
H (2.322, -2.256, 1.973)  0.43
H (1.478, -3.173, 0.697)  0.38
C (3.098, 0.331, 0.600)  -1.16
H (2.870, 0.634, 1.630)  0.43
H (4.071, -0.173, 0.565)  0.46
H (3.070, 1.210, -0.058)  0.42
F (-1.605, -1.584, 4.796)  -0.19
C (-1.729, -2.287, 3.649)  0.73
F (-1.109, -3.485, 3.794)  -0.21
F (-3.043, -2.541, 3.421)  -0.21
C (-1.127, -1.519, 2.418)  0.66
O (-0.576, -0.406, 2.536)  -0.63
O (-1.250, -2.125, 1.292)  -0.71


Entry 2:
This record from the Open Molecules 2025 dataset describes a molecular structure, C13H23F6LiN3OSSb in a non-equilibrium geometry. The level of theory is ωB97M-V/def2-TZVPD.

Summary:
energy above the lowest of the compared OMol25 structures with the same formula, charge and spin: 90.11 kJ/mol
total charge: +1
spin multiplicity: 2

Last column: Mulliken charge in e.
Element x y z (Å)
Li (0.323, -0.573, 0.138)  1.15
C (-2.326, 1.343, 2.270)  -0.68
C (-0.982, 0.810, 2.808)  -0.89
N (-0.686, -0.523, 2.306)  0.02
C (-1.529, -1.572, 2.865)  -0.79
C (-1.981, -2.552, 1.770)  -0.88
N (-2.702, -1.950, 0.694)  0.18
C (-3.796, -1.093, 0.834)  -0.66
C (-3.556, 0.406, 0.316)  -0.65
N (-2.462, 1.087, 0.868)  0.12
H (-2.353, 2.425, 2.458)  0.38
H (-3.173, 0.908, 2.807)  0.37
H (-1.015, 0.846, 3.908)  0.36
H (-0.179, 1.464, 2.466)  0.37
H (0.289, -0.729, 2.483)  0.35
H (-2.400, -1.115, 3.340)  0.32
H (-0.998, -2.160, 3.620)  0.40
H (-2.597, -3.327, 2.248)  0.40
H (-1.098, -3.034, 1.357)  0.31
H (-2.483, -2.273, -0.236)  0.35
H (-4.108, -1.058, 1.878)  0.38
H (-4.626, -1.425, 0.205)  0.42
H (-4.482, 0.938, 0.552)  0.33
H (-3.422, 0.366, -0.763)  0.40
H (-1.575, 0.923, 0.413)  0.00
C (4.501, -0.238, 0.353)  -1.07
S (2.864, -0.523, -0.395)  0.65
O (1.900, -0.141, 0.701)  -0.82
C (2.882, 0.884, -1.519)  0.45
C (3.418, 0.698, -2.785)  -0.42
C (3.430, 1.759, -3.674)  -0.66
C (2.895, 2.984, -3.303)  -0.47
C (2.343, 3.153, -2.042)  -0.65
C (2.337, 2.100, -1.145)  -0.31
H (4.594, 0.786, 0.696)  0.35
H (5.241, -0.454, -0.409)  0.43
H (4.610, -0.930, 1.183)  0.41
H (3.816, -0.266, -3.064)  0.40
H (3.865, 1.637, -4.655)  0.41
H (2.892, 3.804, -4.004)  0.42
H (1.923, 4.104, -1.755)  0.42
H (1.915, 2.207, -0.157)  0.48
F (-0.082, -2.109, -0.531)  -0.73
Sb (-0.192, -1.417, -2.386)  2.57
F (-0.060, 0.254, -1.342)  -0.79
F (1.635, -1.781, -2.493)  -0.50
F (-0.114, -0.399, -3.927)  -0.53
F (-0.655, -3.135, -2.904)  -0.51
F (-2.040, -1.113, -2.049)  -0.60


Entry 3:
This record from the Open Molecules 2025 dataset describes a molecular structure, C13H23MnN2O3S3 in a non-equilibrium geometry. The level of theory is ωB97M-V/def2-TZVPD.

Summary:
calculated total energy: -86775.871 eV
total charge: +3
spin multiplicity: 4

Last column: Mulliken charge in e.
Element x y z (Å)
Mn (0.388, -0.381, 0.210)  0.82
C (3.263, -1.935, -0.539)  -0.81
C (3.755, -0.678, 0.159)  -0.59
S (2.476, 0.080, 1.234)  0.09
C (2.646, 1.864, 0.891)  -0.66
C (2.508, 2.259, -0.569)  -0.79
S (1.139, 1.404, -1.456)  0.12
C (2.076, 0.444, -2.718)  -0.62
C (1.614, -0.992, -2.813)  -0.79
S (1.566, -1.888, -1.222)  0.22
H (3.212, -2.777, 0.153)  0.48
H (3.931, -2.219, -1.356)  0.52
H (4.116, 0.080, -0.531)  0.31
H (4.573, -0.944, 0.830)  0.53
H (3.616, 2.177, 1.284)  0.53
H (1.873, 2.320, 1.509)  0.40
H (3.418, 2.081, -1.139)  0.50
H (2.300, 3.329, -0.632)  0.50
H (3.134, 0.510, -2.479)  0.32
H (1.905, 0.946, -3.673)  0.55
H (2.260, -1.562, -3.485)  0.55
H (0.590, -1.075, -3.183)  0.42
C (-2.728, 2.368, 0.292)  -0.85
N (-2.517, 1.979, 1.687)  0.11
C (-3.481, 2.460, 2.673)  -0.85
C (-1.503, 1.255, 2.037)  0.22
O (-0.609, 0.841, 1.216)  -0.91
H (-3.768, 2.644, 0.147)  0.36
H (-2.476, 1.551, -0.381)  0.23
H (-2.110, 3.233, 0.046)  0.33
H (-3.525, 3.549, 2.649)  0.37
H (-3.221, 2.134, 3.677)  0.32
H (-4.475, 2.088, 2.426)  0.36
H (-1.404, 1.015, 3.095)  0.46
O (-0.011, -1.977, 1.274)  -0.50
C (-1.072, -2.217, 0.607)  0.72
C (-2.119, -3.269, 0.735)  -0.54
C (-3.087, -2.891, -0.398)  -0.31
C (-2.513, -1.635, -1.056)  0.07
O (-2.961, -0.965, -1.927)  -0.49
N (-1.276, -1.370, -0.399)  -0.03
H (-2.572, -3.263, 1.728)  0.35
H (-1.663, -4.255, 0.615)  0.32
H (-4.094, -2.658, -0.054)  0.34
H (-3.177, -3.662, -1.163)  0.33


Q: Number 3 is which compound?
A: C13H23MnN2O3S3


Please write out number 1 again, unchanged.
This record from the Open Molecules 2025 dataset describes a molecular structure, C13H23F3NO4P2Re in a non-equilibrium geometry. The level of theory is ωB97M-V/def2-TZVPD.

Summary:
energy above the lowest of the compared OMol25 structures with the same formula, charge and spin: 0.00 kJ/mol
total charge: +3
spin multiplicity: 4

Last column: Mulliken charge in e.
Element x y z (Å)
Re (-0.341, -0.635, 0.172)  1.02
P (1.839, -0.830, 0.063)  0.60
C (2.213, -1.187, -1.731)  -1.14
C (0.978, -1.708, -2.417)  0.52
N (-0.212, -1.420, -1.851)  -0.20
C (-1.359, -1.503, -2.555)  0.56
C (-1.388, -2.285, -3.713)  -0.68
C (-0.179, -2.754, -4.227)  -0.53
C (1.015, -2.427, -3.607)  -0.62
C (-2.540, -0.730, -2.043)  -1.13
P (-1.920, 0.535, -0.800)  1.01
H (1.998, -2.695, -4.001)  0.57
H (-2.348, -2.463, -4.186)  0.59
H (-0.175, -3.347, -5.134)  0.50
H (-3.048, -0.173, -2.840)  0.64
H (-3.278, -1.388, -1.555)  0.46
H (2.505, -0.219, -2.179)  0.50
H (3.041, -1.901, -1.783)  0.70
H (0.898, 3.573, -1.849)  0.36
O (1.457, 2.863, -2.261)  -0.60
H (2.033, 3.331, -2.885)  0.32
H (-0.238, 4.430, -0.025)  0.32
O (-0.348, 4.426, -0.993)  -0.71
H (-0.982, 5.136, -1.178)  0.32
C (-1.760, 1.992, -1.825)  -1.16
H (-2.668, 2.113, -2.423)  0.50
H (-1.599, 2.849, -1.161)  0.31
H (-0.878, 1.929, -2.473)  0.43
C (-3.297, 0.898, 0.301)  -1.30
H (-3.088, 1.830, 0.837)  0.42
H (-4.199, 1.000, -0.309)  0.46
H (-3.439, 0.100, 1.039)  0.42
C (2.247, -2.409, 0.889)  -1.37
H (3.204, -2.747, 0.478)  0.51
H (2.322, -2.256, 1.973)  0.43
H (1.478, -3.173, 0.697)  0.38
C (3.098, 0.331, 0.600)  -1.16
H (2.870, 0.634, 1.630)  0.43
H (4.071, -0.173, 0.565)  0.46
H (3.070, 1.210, -0.058)  0.42
F (-1.605, -1.584, 4.796)  -0.19
C (-1.729, -2.287, 3.649)  0.73
F (-1.109, -3.485, 3.794)  -0.21
F (-3.043, -2.541, 3.421)  -0.21
C (-1.127, -1.519, 2.418)  0.66
O (-0.576, -0.406, 2.536)  -0.63
O (-1.250, -2.125, 1.292)  -0.71